(1)
Molecular formula: C26H57Br2N3O12
Method: DFT, ωB97M-V/def2-TZVPD

Geometry (Å):
Br -2.180 -1.381 -2.195
Br -0.026 1.954 0.538
O 4.799 -0.434 4.891
O 0.158 -4.371 -1.907
O 4.752 2.120 -0.401
O 4.225 1.221 3.645
O 1.647 -3.719 5.144
O -8.977 2.734 -6.478
O -2.468 -0.694 2.336
O 1.336 -2.461 -1.584
O -6.168 1.307 -3.332
O 0.171 -3.434 0.069
O 2.748 -0.391 3.754
O 9.260 4.450 -0.042
N -9.096 1.265 -4.161
N -0.388 -3.575 3.280
N 7.814 1.951 -0.064
C 3.167 1.722 2.865
C -0.279 0.315 -0.513
C -1.357 -2.585 3.494
C 0.326 -4.183 5.569
C 6.767 1.066 0.573
C -0.309 -5.291 -1.020
C 3.972 0.090 4.158
C 2.241 0.541 2.800
C -1.317 -1.519 2.377
C -0.421 -4.694 4.248
C -2.520 0.391 3.210
C 10.136 5.306 -0.735
C 9.884 3.305 0.438
C -8.095 0.190 -4.207
C 8.786 2.405 0.969
C 5.576 0.963 -0.333
C -0.671 -4.532 0.205
C 3.895 2.187 -1.513
C -7.042 0.208 -3.106
C -1.682 0.185 -1.051
C 0.691 -3.388 -1.198
C -5.401 1.503 -2.191
C -9.601 1.484 -6.653
C 2.489 -3.323 6.181
C -8.196 3.079 -7.565
C -10.153 1.204 -5.279
H -0.268 -3.432 6.090
H 0.407 0.281 -1.359
H 0.120 -0.539 0.035
H -10.397 1.581 -7.392
H -2.746 0.164 4.252
H 7.172 0.063 0.704
H 0.420 -5.038 6.239
H -0.394 -0.940 2.402
H 10.868 4.798 -1.364
H -1.570 0.925 3.240
H -2.378 0.165 -0.213
H 9.140 1.602 1.616
H 3.193 1.354 -1.483
H 9.622 6.063 -1.328
H -0.356 -5.053 1.109
H -2.375 -2.964 3.577
H -4.896 0.545 -2.067
H -7.826 4.096 -7.432
H 0.137 -5.506 3.780
H 2.682 2.568 3.354
H -7.569 0.303 -5.155
H -2.022 1.099 -1.538
H -1.084 -5.844 -1.551
H -6.511 -0.744 -3.073
H 2.006 -3.409 7.154
H -6.027 1.806 -1.353
H 4.917 0.139 -0.058
H 1.234 0.779 3.142
H -10.604 0.211 -5.257
H -1.120 -2.071 4.425
H -8.556 -0.797 -4.204
H 8.352 2.999 1.773
H 0.441 -6.047 -0.788
H -8.709 3.118 -8.526
H 3.299 -4.033 6.014
H -1.749 -4.374 0.235
H 3.387 3.147 -1.606
H -7.572 0.243 -2.154
H 2.210 0.257 1.748
H 3.568 2.075 1.915
H 0.519 -3.148 3.402
H -10.946 1.921 -5.067
H 2.830 -2.296 6.048
H -8.888 0.696 -6.897
H 10.675 3.423 1.178
H -4.717 2.322 -2.416
H -8.566 2.091 -4.398
H -1.476 -1.926 1.379
H 6.562 1.283 1.621
H -1.394 -5.043 4.593
H 10.283 2.751 -0.412
H -3.207 1.145 2.826
H 5.951 0.718 -1.326
H 4.488 2.263 -2.425
H 10.798 5.838 -0.052
H -7.359 2.390 -7.682
H 7.507 2.814 -0.489

Calculated values
Total charge   +1
2S+1   2
HOMO-LUMO gap (spin up / spin down)   7.43 / 2.06 eV
E   -7239.503770 Ha
HOMO (spin up / spin down)   -9.951 / -9.951 eV

=====

(2)
Molecular formula: C2H4S2
Method: DFT, ωB97M-V/def2-TZVPD

Geometry (Å):
S 1.700 -1.352 0.121
S -1.137 -1.910 0.036
C 0.012 -0.736 0.115
C -0.572 0.766 0.090
H 2.025 0.115 -0.768
H -0.607 1.127 1.090
H -1.734 0.581 -0.248
H 0.313 1.408 -0.436

Calculated values
HOMO-LUMO gap   7.93 eV
Energy above the lowest of the compared OMol25 structures with the same formula, charge and spin   58.8 kcal per mole
E   -874.866497 Ha
HOMO   -8.604 eV

=====

(3)
Molecular formula: C30H69BN2O13PS4Si
Method: DFT, ωB97M-V/def2-TZVPD

Geometry (Å):
S -7.819 -4.091 -1.980
S 7.026 -3.168 3.794
S -2.672 6.485 3.175
S 3.188 2.319 -3.706
P -2.535 -3.338 2.012
Si 2.803 -0.963 -0.016
O 8.584 -3.449 3.965
O 6.612 -2.219 4.779
O -1.216 -2.735 2.291
O 6.741 -2.963 2.407
O -4.400 -0.994 -2.765
O 3.236 2.122 -2.287
O -1.527 5.706 2.813
O 4.264 1.914 -4.550
O 2.834 3.839 -4.003
O -3.520 5.680 4.260
O -1.689 2.584 -1.824
O 1.704 -2.251 0.104
O -2.538 7.840 3.601
N -2.444 -2.351 -3.523
N -1.837 -3.266 -0.597
C -1.758 1.203 -2.153
C 4.143 -1.284 1.275
C 4.967 5.046 -4.114
C 6.463 -4.767 4.273
C 0.016 -1.801 -1.667
C 2.059 0.721 0.425
C -3.358 -1.534 0.134
C -6.559 -4.481 -0.713
C -2.627 6.319 6.451
C -1.212 -1.930 -0.768
C 1.690 1.626 -4.329
C -2.839 5.211 5.438
C -2.493 -1.071 -1.114
C -4.892 -0.284 1.568
C -4.811 -1.009 0.271
C -3.243 -3.537 -3.894
C -0.450 2.952 -1.207
C -2.160 -1.530 -4.741
C -5.156 -3.952 -1.123
C 3.693 -0.831 -1.671
C 3.648 4.861 -3.390
C -4.851 0.274 2.635
C -0.762 3.540 0.190
C 9.659 -1.267 4.261
C -3.086 -3.067 0.230
C 9.511 -2.505 3.398
C -4.228 -4.091 0.111
C -2.376 0.463 -0.953
C 1.149 -2.701 -1.106
C -3.858 6.412 1.874
B -3.124 -1.484 -2.537
H -2.238 5.912 7.384
H -1.894 4.736 5.167
H 6.824 -5.497 3.552
H -4.299 -3.292 -4.073
H -0.883 -1.433 0.154
H -5.324 -2.927 -1.460
H 1.777 0.543 -4.263
H 1.567 1.930 -5.365
H -3.476 4.440 5.869
H 4.844 -0.442 1.177
H 8.741 -0.679 4.266
H -4.857 -4.103 1.009
H 0.965 0.767 0.383
H -6.861 -3.987 0.219
H -2.709 -1.931 -5.598
H 10.464 -0.635 3.885
H 0.678 -3.675 -0.874
H 5.498 5.912 -3.720
H -5.084 -0.284 -0.495
H -4.901 0.582 3.652
H -3.135 -4.337 -3.151
H -6.569 -5.559 -0.536
H -4.001 5.374 1.585
H 4.263 -1.755 -1.842
H -3.551 -2.899 2.893
H -2.827 -3.959 -4.815
H 3.803 4.639 -2.333
H 5.607 4.172 -3.994
H -3.563 6.841 6.652
H -1.085 -1.475 -4.930
H -4.789 6.852 2.222
H -1.699 0.638 -0.098
H -2.411 -4.752 2.147
H 4.700 -2.188 1.012
H -3.318 0.961 -0.716
H 2.332 0.943 1.466
H 9.873 -1.540 5.294
H -1.244 -3.835 0.026
H -1.917 7.059 6.081
H -1.794 3.907 0.142
H -4.858 -4.578 -1.965
H -0.142 -2.126 -2.701
H 3.066 -0.561 -2.525
H -8.712 -3.287 -1.359
H -0.757 2.750 0.949
H -2.539 -0.504 -4.611
H 0.861 1.978 -3.718
H -0.775 0.818 -2.456
H 3.069 5.781 -3.445
H -3.463 6.986 1.037
H -4.507 -0.678 -3.671
H -3.776 -5.094 0.049
H 10.468 -3.021 3.334
H 5.375 -4.745 4.276
H 0.019 3.755 -1.794
H 6.837 -4.987 5.270
H -0.141 4.401 0.440
H 9.214 -2.246 2.380
H 0.279 2.138 -1.161
H 4.804 5.184 -5.183
H -2.401 1.170 -3.046
H -5.552 -1.807 0.358
H 1.893 -2.941 -1.878
H 2.559 1.475 -0.187
H -1.919 -3.867 -1.424
H 4.438 -0.034 -1.575
H 0.281 -0.740 -1.686
H 3.756 -1.301 2.296
H -2.836 -1.148 1.022

Calculated values
Total charge   +1
HOMO-LUMO gap   9.07 eV
E   -4520.287179 Ha
HOMO   -11.600 eV

=====

(4)
Molecular formula: C46H50BBrLaN12O5SeSi
Method: DFT, ωB97M-V/def2-TZVPD

Geometry (Å):
La 1.347 1.028 -0.800
Br -1.995 2.642 4.759
Se 2.917 3.507 -2.379
Si 4.404 4.101 -4.021
O -0.719 2.200 -0.267
O 2.409 -0.035 -2.861
O -6.629 -2.618 4.558
O -2.353 3.197 -1.417
O -1.375 0.604 -3.199
N -1.855 3.164 2.059
N 2.761 2.826 2.196
N 4.230 0.972 1.274
N -4.436 -3.435 4.672
N 0.862 2.842 -4.177
N 0.949 -1.899 -1.070
N 2.225 0.384 2.698
N -4.068 -1.496 0.898
N 2.048 2.969 1.019
N 3.556 0.916 0.031
N 0.114 -0.927 -1.535
N 1.181 0.190 1.765
C 1.725 -4.445 -0.976
C 4.533 0.762 -0.904
C -4.883 -0.463 0.659
C 2.637 -5.552 -3.355
C -1.634 -0.715 -3.201
C 3.663 3.923 -5.703
C 4.820 5.937 -3.871
C -4.178 -2.114 2.038
C 1.590 4.231 1.016
C 2.603 -1.316 -2.952
C -5.847 -0.003 1.560
C 0.284 -0.590 2.394
C -5.155 -1.781 3.022
C -6.028 -0.705 2.729
C -3.013 -1.660 5.679
C -2.417 3.595 3.177
C -4.082 -5.898 5.120
C 5.545 0.985 1.054
C -3.220 4.652 0.813
C -2.461 -1.389 -4.147
C -4.811 -4.584 5.526
C 1.909 -2.233 -1.988
C 1.799 2.482 -3.465
C 2.018 -6.327 -2.391
C -5.455 -2.704 4.151
C -1.180 -2.898 -2.121
C -0.991 -1.512 -2.153
C 2.195 -3.622 -1.986
C -2.019 -3.500 -3.043
C 1.610 -5.795 -1.160
C -2.295 3.568 0.856
C 3.317 -3.304 -4.128
C -3.724 5.239 1.955
C 5.990 3.178 -3.704
C 0.675 -0.828 3.733
C 1.933 -0.188 3.824
C 2.817 -4.185 -3.163
C -1.731 2.932 -0.383
C -2.405 1.367 -3.921
C 5.806 0.808 -0.326
C -3.399 4.633 3.188
C -2.629 -2.757 -4.028
C 3.398 -1.950 -3.923
C 2.577 3.906 2.963
C 1.887 4.882 2.242
C -3.049 -2.929 4.871
B 3.385 1.427 2.514
H -2.177 -4.626 -2.980
H -6.816 -0.561 3.450
H 3.564 2.922 -6.106
H 4.107 1.538 3.446
H 1.610 5.900 2.531
H -3.859 4.959 4.123
H -4.432 6.096 1.952
H -3.586 4.963 -0.153
H 6.816 3.677 -4.164
H -1.953 1.557 -4.920
H 2.697 -0.069 4.598
H 4.233 0.550 -1.929
H -3.554 -3.012 2.143
H 1.914 -7.390 -2.663
H -0.699 -3.479 -1.395
H -0.664 -0.914 2.032
H 5.475 6.228 -3.068
H -3.289 -3.256 -4.696
H -2.993 -0.777 -4.902
H 1.010 -6.444 -0.489
H -3.336 -6.164 5.809
H -4.767 -6.745 5.076
H -2.568 2.372 -3.498
H 0.275 -1.478 4.450
H 6.262 0.908 1.904
H 6.163 3.128 -2.619
H -4.787 -4.268 6.581
H 2.676 4.441 -5.821
H 1.291 -3.975 -0.097
H -3.640 -5.828 4.140
H -6.505 0.798 1.298
H 6.789 0.571 -0.757
H -5.875 -4.733 5.321
H -1.979 -1.318 5.749
H -3.534 -0.844 5.229
H 2.999 3.911 3.961
H 5.368 6.175 -4.809
H -2.651 -2.871 3.873
H 3.967 -1.330 -4.617
H 1.166 4.741 0.154
H 3.927 6.551 -3.901
H 2.969 -6.084 -4.227
H -3.346 -1.733 6.723
H -4.720 0.080 -0.232
H 4.457 4.430 -6.302
H 3.773 -3.785 -4.964
H -3.345 0.792 -3.858
H -2.482 -3.719 5.368
H 6.023 2.151 -4.175
H 0.342 2.274 -4.862

Calculated values
Total charge   -1
HOMO-LUMO gap (spin up / spin down)   4.93 / 5.10 eV
Energy above the lowest of the compared OMol25 structures with the same formula, charge and spin   62.0 kcal per mole
E   -8137.650454 Ha
HOMO (spin up / spin down)   -3.186 / -3.051 eV